(1)
A molecular structure, C33H24N6O5Tl, computed with the ωB97M-V functional and the def2-TZVPD basis.

Each line ends with the Mulliken charge.
Cartesian coordinates (Å):
Tl -0.188 0.417 -0.286  2.50
O 3.606 2.626 -0.751  -0.80
C 2.703 1.834 -0.468  0.23
N 1.386 1.983 -0.639  -0.25
C 0.803 3.176 -1.090  0.07
C 1.415 4.425 -0.957  -0.23
C 0.774 5.585 -1.361  -0.76
C -0.498 5.516 -1.904  -0.65
C -1.129 4.291 -2.041  -0.61
C -0.501 3.108 -1.644  0.10
N -1.117 1.854 -1.702  -0.28
C -2.185 1.585 -2.456  0.21
O -2.737 2.301 -3.295  -0.80
C -2.790 0.211 -2.222  0.42
C -3.773 -0.240 -3.096  -0.75
C -4.378 -1.458 -2.853  -0.26
C -3.991 -2.186 -1.737  -1.06
C -2.996 -1.667 -0.926  -0.10
N -2.405 -0.501 -1.167  0.07
C 3.124 0.521 0.164  0.38
C 4.481 0.219 0.213  -0.63
C 4.890 -0.937 0.849  -0.29
C 3.930 -1.747 1.438  -1.03
C 2.600 -1.374 1.337  -0.15
N 2.201 -0.274 0.701  0.18
H 2.405 4.471 -0.536  0.41
H 1.277 6.540 -1.266  0.37
H -1.007 6.417 -2.229  0.38
H -2.115 4.235 -2.471  0.42
H -4.033 0.385 -3.938  0.48
H -5.144 -1.836 -3.519  0.40
H -4.448 -3.138 -1.501  0.42
H -2.656 -2.211 -0.054  0.46
H 5.169 0.913 -0.246  0.49
H 5.940 -1.200 0.900  0.41
H 4.202 -2.650 1.967  0.42
H 1.827 -1.990 1.778  0.42
C -0.515 4.065 2.185  -0.60
O -1.290 3.565 3.278  -0.53
C -1.276 2.233 3.594  0.15
C -1.423 1.953 4.934  -0.47
C -1.462 0.637 5.407  -0.76
C -1.301 -0.392 4.520  -0.98
C -1.127 -0.156 3.142  0.84
C -0.871 -1.315 2.328  -0.60
N -0.559 -1.338 1.083  0.56
N -0.223 -2.560 0.548  -0.88
C 0.248 -2.490 -0.678  0.84
O 0.372 -1.450 -1.415  -1.01
C 0.693 -3.789 -1.269  0.16
C 0.380 -5.019 -0.699  -0.22
C 0.826 -6.193 -1.286  -0.78
C 1.593 -6.152 -2.442  -0.34
C 1.914 -4.928 -3.014  -0.70
C 1.462 -3.755 -2.432  -0.38
C -1.174 1.177 2.629  0.55
O -1.184 1.457 1.367  -0.66
H -0.479 5.145 2.330  0.31
H -0.960 3.844 1.221  0.24
H 0.503 3.668 2.204  0.26
H -1.501 2.793 5.613  0.44
H -1.599 0.445 6.464  0.36
H -1.307 -1.422 4.864  0.34
H -0.892 -2.278 2.844  0.21
H -0.212 -5.039 0.207  0.44
H 0.576 -7.151 -0.846  0.38
H 1.938 -7.073 -2.898  0.38
H 2.513 -4.891 -3.915  0.38
H 1.695 -2.792 -2.864  0.44

Computed properties:
Total charge: -1
Highest occupied orbital energy (eV): -4.681
DFT total energy (Eh): -2149.28262
Gap between HOMO and LUMO (eV): 7.156
LUMO level (hartree): 0.091
Largest force on an atom (hartree/bohr): 0.011

=====

(2)
A molecular structure, C33H25BaF6N3O3S, computed with the ωB97M-V functional and the def2-TZVPD basis.

Each line ends with the Mulliken charge.
Cartesian coordinates (Å):
Ba -0.432 0.294 -0.785  1.53
O 0.118 -2.342 -1.097  -0.06
C -0.083 -3.401 -1.778  -0.17
C 0.887 -4.445 -1.868  -0.89
C 0.684 -5.575 -2.629  -0.42
C -0.495 -5.753 -3.364  -0.61
C -1.460 -4.760 -3.294  -0.38
C -1.298 -3.628 -2.503  0.81
C -2.345 -2.571 -2.485  -0.73
N -2.968 -2.096 -1.488  -0.29
C -2.780 -2.716 -0.177  -0.31
C -3.262 -1.792 0.939  -1.11
N -2.218 -0.852 1.346  0.77
C -2.081 -0.720 2.609  -0.93
C -1.168 0.135 3.362  0.80
C -1.114 -0.062 4.748  -0.74
C -0.275 0.656 5.571  -0.71
C 0.547 1.638 4.982  -0.46
C 0.508 1.872 3.634  -0.39
C -0.340 1.127 2.748  0.08
O -0.313 1.341 1.499  -0.15
H 1.814 -4.307 -1.322  0.36
H 1.458 -6.335 -2.669  0.35
H -0.647 -6.637 -3.971  0.35
H -2.380 -4.866 -3.864  0.37
H -2.602 -2.129 -3.452  0.35
H -1.737 -2.985 0.011  0.20
H -3.372 -3.636 -0.161  0.37
H -3.596 -2.398 1.794  0.44
H -4.121 -1.230 0.563  0.21
H -2.724 -1.340 3.256  -0.04
H -1.758 -0.824 5.181  0.27
H -0.247 0.470 6.637  0.36
H 1.224 2.210 5.609  0.37
H 1.149 2.614 3.172  0.41
S 4.767 0.898 0.791  -0.49
C 3.938 0.005 2.024  0.83
C 4.358 -0.313 3.310  -0.57
C 3.497 -1.041 4.117  -0.57
C 2.248 -1.450 3.641  -0.57
C 1.838 -1.140 2.358  -0.12
C 2.681 -0.393 1.541  -0.91
N 2.389 0.029 0.261  0.03
C 3.330 0.718 -0.276  0.09
C 3.268 1.353 -1.613  0.91
C 4.446 1.829 -2.195  -0.85
C 4.405 2.442 -3.432  -0.58
C 3.171 2.574 -4.069  -0.56
C 2.016 2.091 -3.465  -0.68
C 1.990 1.451 -2.207  0.20
H 5.329 0.005 3.669  0.37
H 3.792 -1.287 5.130  0.34
H 1.580 -2.000 4.291  0.37
H 0.871 -1.452 1.979  0.51
H 5.395 1.706 -1.676  0.26
H 5.312 2.810 -3.898  0.35
H 3.119 3.060 -5.040  0.34
H 1.074 2.226 -3.993  0.31
C -1.518 4.179 -0.847  -1.82
C -2.456 3.200 -1.588  1.27
O -1.966 1.965 -1.699  -0.82
C -2.719 3.797 -3.006  0.42
F -3.556 3.057 -3.751  -0.26
F -3.229 5.055 -3.003  -0.30
F -1.565 3.871 -3.693  -0.24
C -3.807 3.170 -0.808  0.45
F -4.383 4.389 -0.638  -0.32
F -3.613 2.677 0.424  -0.21
F -4.741 2.399 -1.389  -0.27
H -0.578 4.219 -1.396  0.37
H -1.316 3.760 0.140  0.34
H -1.940 5.180 -0.751  0.38

Computed properties:
Total charge: -2
Highest occupied orbital energy (eV): -2.127
DFT total energy (Eh): -2685.59071
Gap between HOMO and LUMO (eV): 6.259
LUMO level (hartree): 0.152
Largest force on an atom (hartree/bohr): 0.013

=====

(3)
A molecular structure, C33H25Br2Cl2N6O3Ru, computed with the ωB97M-V functional and the def2-TZVPD basis.

Each line ends with the Mulliken charge.
Cartesian coordinates (Å):
Ru 0.132 -0.589 -0.083  0.42
Cl -6.750 -1.519 -1.191  -0.23
C -5.174 -1.630 -0.472  -0.10
C -4.072 -1.325 -1.244  -0.29
C -2.788 -1.385 -0.694  -0.33
N -1.608 -1.021 -1.360  0.47
C -1.560 -1.082 -2.709  -0.09
O -2.420 -1.479 -3.485  -0.76
C -0.268 -0.574 -3.300  0.46
C -0.103 -0.602 -4.678  -0.76
C 1.075 -0.120 -5.214  -0.32
C 2.047 0.372 -4.355  -1.06
C 1.801 0.357 -2.996  -0.37
N 0.662 -0.104 -2.469  0.60
C -2.625 -1.764 0.653  0.08
C -3.753 -2.094 1.413  -0.75
C -5.013 -2.021 0.857  0.11
Cl -6.386 -2.417 1.842  -0.22
N -1.324 -1.674 1.143  0.39
C -0.973 -2.300 2.295  -0.41
O -1.601 -3.156 2.901  -0.72
C 0.322 -1.807 2.892  0.54
C 0.867 -2.476 3.977  -0.72
C 2.013 -1.967 4.558  -0.39
C 2.556 -0.794 4.054  -0.95
C 1.950 -0.202 2.962  -0.23
N 0.862 -0.704 2.374  0.48
H -4.208 -1.048 -2.275  0.61
H -0.906 -1.005 -5.277  0.54
H 1.237 -0.132 -6.284  0.43
H 2.988 0.755 -4.725  0.46
H 2.545 0.712 -2.300  0.49
H -3.642 -2.404 2.439  0.57
H 0.374 -3.369 4.332  0.52
H 2.473 -2.470 5.399  0.44
H 3.440 -0.346 4.487  0.47
H 2.353 0.710 2.539  0.57
C 1.828 2.599 -0.219  -1.21
C 2.793 1.492 0.083  0.22
C 4.132 1.806 0.419  -1.15
C 5.011 0.802 0.692  -1.26
C 4.589 -0.546 0.637  0.93
C 5.405 -1.663 0.931  -0.05
Br 7.222 -1.426 1.407  -0.23
C 4.884 -2.925 0.887  -0.37
C 3.540 -3.140 0.549  -0.09
Br 2.877 -4.902 0.553  -0.14
C 2.678 -2.101 0.234  0.11
O 1.428 -2.262 -0.060  -0.69
C 3.244 -0.779 0.290  -0.19
N 2.379 0.247 0.030  1.89
H 2.295 3.341 -0.870  0.49
H 1.528 3.108 0.700  0.34
H 0.930 2.223 -0.703  -0.13
H 4.440 2.842 0.453  0.54
H 6.038 1.020 0.956  0.37
H 5.506 -3.778 1.121  0.43
C -4.243 2.664 0.612  -1.53
C -3.003 3.024 -0.216  2.31
C -3.248 2.747 -1.707  -1.48
C -2.586 4.479 0.012  -1.80
C -1.920 2.124 0.215  -0.50
N -1.179 1.333 0.594  -0.14
H -5.071 3.296 0.288  0.43
H -4.069 2.836 1.674  0.39
H -4.525 1.621 0.469  0.26
H -4.017 3.429 -2.072  0.46
H -3.587 1.723 -1.863  0.23
H -2.341 2.907 -2.293  0.37
H -3.403 5.128 -0.303  0.43
H -1.701 4.734 -0.572  0.37
H -2.379 4.673 1.065  0.40

Computed properties:
Total charge: 0
Highest occupied orbital energy (spin up / spin down) (eV): -7.269 / -7.322
DFT total energy (Eh): -7990.14149
Gap between HOMO and LUMO (spin up / spin down) (eV): 6.860 / 5.937
Spin multiplicity: 6
LUMO level (spin up / spin down) (hartree): -0.015 / -0.051
Largest force on an atom (hartree/bohr): 0.013